7 unconnected molecules or ions with the total composition C28H77N7O7, computed with ωB97M-V with the def2-TZVPD basis set.

Calculated values
structure (SMILES)	COC[C@H](C)N.COC[C@H](C)N.COC[C@H](C)N.COC[C@H](C)N.COC[C@H](C)N.COC[C@H](C)N.COC[C@H](C)N
relative energy (zero: lowest compared OMol25 entry of this formula, charge and spin)	2.775	eV
multiplicity	1
HOMO-LUMO gap	0.3435	Eh

```
119
Properties=species:S:1:pos:R:3:lowdin_charge:R:1
C -4.325 3.595 -7.038 -0.134
O -3.099 2.973 -6.706 -0.182
C -2.548 3.444 -5.438 -0.175
C -1.578 2.397 -4.884 -0.437
C -2.219 1.057 -4.773 -0.079
N -1.084 2.759 -3.548 0.049
H -4.272 4.678 -6.926 0.079
H -5.224 3.427 -6.445 0.078
H -4.584 3.314 -8.058 0.087
H -1.964 4.359 -5.538 0.119
H -3.343 3.650 -4.721 0.118
H -0.757 2.323 -5.597 0.142
H -1.495 0.357 -4.356 0.060
H -2.520 0.659 -5.742 0.079
H -3.039 0.970 -4.059 0.085
H -0.394 2.068 -3.290 0.019
H -1.793 2.598 -2.847 0.051
C -1.641 -0.034 1.897 -0.116
O -0.580 -0.820 1.408 -0.192
C 0.300 -0.126 0.415 -0.135
C -0.253 0.104 -0.982 -0.421
C -0.784 -1.182 -1.622 -0.026
N 0.712 0.717 -1.892 0.073
H -2.434 -0.077 1.150 0.076
H -1.381 0.988 2.171 0.093
H -2.035 -0.585 2.752 0.051
H 0.690 0.858 0.675 0.109
H 1.217 -0.715 0.380 0.110
H -1.055 0.840 -0.918 0.121
H -1.358 -1.020 -2.534 0.062
H -1.379 -1.709 -0.876 0.075
H 0.033 -1.858 -1.876 0.066
H 1.327 1.321 -1.366 0.029
H 1.371 0.009 -2.183 0.041
C 3.050 -2.360 -2.560 -0.102
O 2.981 -0.984 -2.858 -0.224
C 4.212 -0.404 -3.347 -0.169
C 4.017 1.101 -3.512 -0.453
C 2.999 1.438 -4.564 -0.054
N 5.274 1.819 -3.812 0.043
H 3.759 -2.871 -3.213 0.087
H 2.077 -2.824 -2.721 0.082
H 3.347 -2.619 -1.544 0.078
H 5.041 -0.698 -2.704 0.122
H 4.538 -0.822 -4.300 0.125
H 3.654 1.489 -2.560 0.110
H 3.368 0.996 -5.489 0.087
H 2.747 2.498 -4.616 0.086
H 2.084 0.895 -4.326 0.064
H 5.951 1.757 -3.065 0.059
H 4.977 2.783 -3.772 0.064
C 1.412 3.771 -0.589 -0.068
O 2.318 2.652 -0.376 -0.259
C 3.196 2.819 0.746 -0.180
C 4.488 1.942 0.665 -0.433
C 4.057 0.465 0.735 -0.055
N 5.388 2.308 1.712 0.043
H 1.850 4.608 -1.133 0.089
H 0.911 4.179 0.288 0.087
H 0.639 3.331 -1.218 0.063
H 3.544 3.848 0.651 0.113
H 2.543 2.791 1.619 0.128
H 4.969 2.065 -0.305 0.132
H 3.543 0.291 -0.210 0.058
H 3.378 0.263 1.563 0.074
H 4.903 -0.216 0.830 0.079
H 5.718 3.237 1.493 0.071
H 4.804 2.488 2.516 0.073
C 2.277 -7.346 0.210 -0.123
O 1.756 -6.275 0.940 -0.195
C 2.708 -5.316 1.412 -0.190
C 2.011 -4.101 1.951 -0.427
C 2.930 -2.941 2.254 -0.078
N 1.200 -4.315 3.176 0.058
H 2.822 -8.063 0.824 0.085
H 2.948 -6.961 -0.558 0.082
H 1.393 -7.809 -0.229 0.091
H 3.169 -5.798 2.274 0.128
H 3.523 -5.148 0.708 0.123
H 1.285 -3.678 1.257 0.131
H 2.326 -2.115 2.629 0.073
H 3.387 -2.586 1.330 0.056
H 3.751 -3.106 2.953 0.083
H 0.310 -3.856 3.049 0.042
H 1.041 -5.282 3.419 0.069
C -3.197 -3.389 3.050 -0.106
O -2.839 -3.490 4.396 -0.196
C -1.814 -2.607 4.805 -0.187
C -1.340 -3.016 6.275 -0.417
C -2.459 -2.917 7.318 -0.066
N -0.260 -2.150 6.692 0.025
H -2.426 -3.819 2.412 0.088
H -3.362 -2.343 2.792 0.074
H -4.097 -3.996 2.946 0.093
H -0.993 -2.642 4.088 0.098
H -2.200 -1.588 4.795 0.111
H -1.004 -4.039 6.107 0.133
H -2.139 -3.227 8.313 0.072
H -3.351 -3.475 7.033 0.072
H -2.687 -1.853 7.367 0.075
H -0.575 -1.191 6.663 0.068
H -0.031 -2.433 7.635 0.068
C -3.191 3.948 -0.279 -0.067
O -3.164 2.585 0.180 -0.212
C -4.402 2.141 0.633 -0.223
C -4.928 2.962 1.856 -0.497
C -4.064 2.931 3.033 -0.065
N -6.175 2.459 2.286 0.034
H -2.248 4.209 -0.759 0.083
H -3.243 4.581 0.607 0.081
H -4.060 3.970 -0.937 0.097
H -5.114 2.052 -0.187 0.122
H -4.417 1.128 1.033 0.109
H -5.079 3.931 1.380 0.129
H -3.857 1.936 3.426 0.082
H -4.379 3.445 3.942 0.090
H -3.093 3.277 2.678 0.078
H -6.064 1.519 2.639 0.077
H -6.837 2.424 1.525 0.077
```

14 unconnected molecules or ions with the total composition C28H78F6NO17S2, computed with ωB97M-V with the def2-TZVPD basis set.

Calculated values
relative energy (zero: lowest compared OMol25 entry of this formula, charge and spin)	2.593	eV
multiplicity	1
HOMO-LUMO gap	0.3385	Eh
total charge	-1

```
132
Properties=species:S:1:pos:R:3:lowdin_charge:R:1
C -22.266 -3.295 6.928 -0.573
F -23.414 -2.976 6.294 0.099
F -22.401 -3.864 8.139 0.125
F -21.546 -4.105 6.083 0.092
S -21.252 -1.685 7.216 0.698
O -21.815 -1.281 8.482 -0.304
O -19.847 -2.100 7.355 -0.310
N -21.500 -0.854 5.686 -0.241
S -22.432 0.255 6.207 0.558
O -23.755 -0.112 6.670 -0.312
O -21.650 1.234 6.984 -0.327
C -22.780 1.331 4.577 -0.652
F -23.400 2.454 4.994 0.098
F -21.651 1.704 4.093 0.178
F -23.444 0.651 3.663 0.145
C -21.020 5.038 2.747 -0.043
C -20.663 4.766 4.231 -0.261
O -19.360 4.131 4.337 -0.093
H -22.082 5.239 2.609 0.075
H -20.764 4.096 2.263 0.036
H -20.421 5.842 2.318 0.076
H -21.422 4.084 4.615 0.090
H -20.665 5.656 4.861 0.105
H -19.118 4.354 5.239 0.088
C -21.801 -3.584 11.352 -0.093
C -21.034 -2.502 12.021 -0.300
O -20.002 -3.112 12.857 -0.101
H -22.474 -3.217 10.578 0.063
H -22.326 -4.347 11.927 0.080
H -21.090 -4.152 10.752 0.061
H -21.654 -1.759 12.524 0.108
H -20.458 -1.929 11.294 0.102
H -19.405 -2.405 13.114 0.071
C -23.846 6.320 5.889 -0.084
C -24.071 5.199 6.899 -0.295
O -22.990 5.269 7.876 -0.095
H -22.836 6.275 5.484 0.049
H -23.880 7.264 6.433 0.067
H -24.611 6.418 5.119 0.068
H -24.165 4.228 6.414 0.086
H -25.031 5.276 7.410 0.101
H -22.858 4.420 8.303 0.014
C -24.645 -2.930 3.134 -0.077
C -23.183 -3.313 3.117 -0.336
O -22.246 -2.324 3.477 -0.079
H -24.897 -2.473 4.091 0.064
H -25.288 -3.808 3.058 0.074
H -24.853 -2.169 2.382 0.069
H -22.981 -3.552 2.073 0.110
H -22.998 -4.158 3.780 0.086
H -22.426 -2.237 4.416 0.003
C -17.189 3.280 1.194 -0.069
C -18.520 2.526 1.159 -0.313
O -18.866 2.117 2.463 -0.095
H -16.394 2.556 1.376 0.068
H -17.155 4.032 1.983 0.074
H -16.873 3.566 0.191 0.062
H -18.660 1.621 0.568 0.115
H -19.401 3.132 0.949 0.081
H -19.273 2.881 2.880 0.011
C -25.537 3.473 2.665 -0.075
C -26.483 2.262 2.609 -0.352
O -27.496 2.388 3.541 -0.050
H -26.082 4.414 2.731 0.070
H -24.921 3.480 1.766 0.069
H -24.937 3.439 3.575 0.049
H -25.817 1.409 2.746 0.095
H -26.857 2.121 1.595 0.103
H -27.656 1.504 3.880 0.088
C -21.663 -7.609 2.252 -0.074
C -21.028 -6.717 3.314 -0.278
O -21.809 -6.882 4.518 -0.095
H -21.676 -8.671 2.496 0.077
H -21.297 -7.350 1.258 0.076
H -22.718 -7.342 2.201 0.066
H -21.070 -5.667 3.023 0.101
H -19.942 -6.785 3.389 0.110
H -21.496 -6.248 5.168 0.069
C -18.077 -4.029 10.271 -0.080
C -17.544 -4.300 8.842 -0.289
O -16.437 -5.239 8.838 -0.093
H -18.993 -3.447 10.373 0.043
H -17.306 -3.557 10.880 0.068
H -18.267 -5.001 10.726 0.075
H -17.165 -3.343 8.484 0.099
H -18.351 -4.565 8.159 0.103
H -15.747 -4.799 9.340 0.067
C -23.965 1.204 10.354 -0.075
C -24.104 2.135 9.151 -0.263
O -22.811 2.773 8.976 -0.111
H -24.765 0.464 10.358 0.061
H -23.844 1.647 11.343 0.071
H -23.095 0.563 10.213 0.061
H -24.768 2.949 9.444 0.105
H -24.510 1.662 8.256 0.099
H -22.415 2.203 8.312 0.022
C -26.948 -4.042 8.806 -0.098
C -26.295 -2.790 8.317 -0.331
O -26.369 -1.934 9.392 -0.080
H -27.619 -4.571 8.129 0.063
H -27.635 -3.854 9.631 0.071
H -26.213 -4.677 9.301 0.077
H -26.846 -2.340 7.491 0.118
H -25.230 -2.916 8.122 0.105
H -27.273 -1.611 9.435 0.087
C -26.105 -6.494 6.400 -0.072
C -24.737 -6.220 5.708 -0.337
O -24.649 -6.684 4.404 -0.070
H -27.031 -5.981 6.143 0.065
H -25.928 -6.280 7.454 0.052
H -26.319 -7.542 6.190 0.066
H -23.834 -6.445 6.274 0.112
H -24.735 -5.130 5.749 0.082
H -23.725 -6.920 4.294 0.031
C -16.985 1.765 7.117 -0.102
C -18.220 0.972 6.735 -0.306
O -18.286 1.215 5.346 -0.084
H -16.992 2.802 6.781 0.068
H -16.136 1.303 6.614 0.071
H -16.800 1.647 8.185 0.066
H -19.040 1.449 7.273 0.098
H -18.194 -0.103 6.912 0.106
H -18.361 2.162 5.208 0.039
C -22.151 1.602 -0.713 -0.089
C -22.122 1.321 0.748 -0.342
O -21.332 0.202 0.986 -0.066
H -21.865 0.786 -1.377 0.076
H -21.536 2.453 -1.003 0.068
H -23.108 1.869 -1.160 0.065
H -23.083 0.999 1.149 0.105
H -21.609 2.126 1.274 0.095
H -21.835 -0.502 0.570 0.082
```